[1]
Formula: C20H47F9O9SSi2
Source: the OMol25 dataset
Level of theory: ωB97M-V with the def2-TZVPD basis set

XYZ file:
```
88
Properties=species:S:1:pos:R:3:forces:R:3
C 0.270 0.266 -2.507 -0.271 0.768 -0.185
O 0.553 -0.930 -1.729 -1.077 0.829 -0.044
C -0.424 -1.061 -0.644 -0.178 0.480 0.146
Si 0.476 -1.461 1.034 0.013 0.866 -0.279
C 2.279 -0.791 0.803 0.161 -0.489 0.214
C 3.211 -1.978 0.247 -0.239 -0.212 0.562
C 4.686 -1.989 0.917 -0.644 -1.192 -0.380
C 5.861 -1.725 -0.118 -0.084 -0.296 0.646
C 6.001 -0.186 -0.584 0.480 -2.097 2.237
F 5.256 0.555 0.374 1.864 -0.436 -2.132
F 7.394 0.081 -0.482 -2.709 0.473 -0.549
C 5.395 0.090 -2.019 -2.362 -1.851 -0.336
F 5.583 -0.963 -2.936 0.256 2.011 2.372
F 3.995 0.156 -1.847 2.907 -0.266 -0.169
S 5.920 1.667 -2.885 -0.521 2.691 -3.579
F 7.472 1.155 -3.111 -2.054 0.548 1.069
F 5.546 0.964 -4.370 0.541 1.084 2.038
F 4.338 2.231 -2.872 2.510 -0.384 0.316
F 6.253 2.477 -1.492 -0.344 -1.537 -1.760
F 6.321 3.044 -3.718 -0.443 -1.877 1.301
O -0.350 -0.717 2.376 1.295 1.595 -1.668
Si 0.000 0.982 2.455 -1.487 -1.090 1.598
O -1.107 1.718 3.576 1.974 -0.448 -1.204
H 0.742 0.229 -3.538 -0.451 -0.385 1.346
H -0.858 0.432 -2.625 1.538 -0.324 0.120
H 0.689 1.198 -1.994 -0.524 -1.171 -0.467
H -1.188 -1.879 -0.884 0.802 1.298 0.119
H -0.916 -0.035 -0.508 0.192 -1.507 -0.155
H 0.512 -2.936 1.152 -0.105 0.079 0.455
H 2.193 0.096 0.104 0.460 -0.907 0.877
H 2.710 -0.496 1.816 -0.573 -0.074 -1.338
H 2.688 -2.952 0.555 0.940 1.214 -0.444
H 3.263 -2.020 -0.891 -0.073 0.292 1.515
H 4.734 -1.363 1.866 0.016 -0.532 -1.464
H 4.823 -3.072 1.277 0.090 1.502 -0.516
H 6.833 -2.032 0.405 -1.191 0.816 -0.913
H 5.730 -2.443 -0.980 0.154 1.065 0.774
H 1.403 1.103 2.894 -0.113 0.177 0.301
H -0.061 1.633 1.132 -0.296 -0.134 -0.046
H -0.649 2.431 4.067 -0.477 -0.585 -0.310
C -1.897 5.980 -2.521 -0.106 0.119 -0.013
O -3.137 5.480 -3.003 0.289 -0.257 0.036
C -2.982 4.317 -3.811 -0.381 0.033 0.233
C -3.215 3.038 -3.013 0.304 -0.025 -0.228
O -2.244 2.866 -1.987 -0.160 0.274 -0.059
C -2.701 3.315 -0.719 0.072 -0.210 0.109
H -2.102 6.622 -1.663 -0.057 -0.005 -0.092
H -1.222 5.182 -2.203 -0.071 -0.011 -0.048
H -1.412 6.576 -3.300 0.103 0.005 0.020
H -1.997 4.309 -4.290 0.018 -0.050 0.079
H -3.736 4.377 -4.602 0.023 -0.035 0.007
H -3.118 2.183 -3.693 -0.018 0.047 0.017
H -4.227 3.012 -2.597 0.037 0.063 0.004
H -3.322 2.539 -0.264 -0.078 0.051 0.105
H -3.272 4.243 -0.781 0.025 -0.021 -0.097
H -1.827 3.485 -0.087 -0.011 -0.067 -0.057
C -6.425 0.508 -3.268 0.168 0.031 0.050
O -6.380 1.277 -2.072 -0.317 -0.095 -0.168
C -7.559 2.053 -1.877 0.225 -0.106 0.406
C -8.545 1.360 -0.941 -0.256 0.129 -0.359
O -9.032 0.140 -1.486 0.389 0.041 0.087
C -8.324 -0.994 -1.004 -0.179 -0.044 -0.026
H -5.691 -0.295 -3.183 0.016 0.106 0.039
H -7.408 0.060 -3.438 0.021 0.073 0.059
H -6.162 1.139 -4.122 -0.039 -0.040 -0.095
H -8.028 2.288 -2.838 -0.052 -0.086 0.033
H -7.247 2.997 -1.419 -0.039 -0.009 -0.006
H -9.410 2.018 -0.802 0.062 -0.021 -0.010
H -8.098 1.193 0.045 0.092 -0.011 -0.079
H -8.710 -1.277 -0.021 0.069 -0.067 0.058
H -7.249 -0.814 -0.931 -0.036 0.063 -0.017
H -8.491 -1.819 -1.699 -0.073 0.074 0.030
C 3.782 -5.004 6.795 -0.070 0.031 0.139
O 2.974 -3.850 6.608 0.216 -0.113 -0.324
C 3.467 -2.997 5.579 -0.469 0.015 0.099
C 2.755 -3.241 4.252 0.401 -0.008 -0.095
O 2.997 -4.549 3.747 -0.159 0.076 0.289
C 1.953 -5.460 4.068 0.040 -0.058 -0.173
H 3.186 -5.753 7.319 0.003 0.109 0.019
H 4.122 -5.433 5.849 -0.035 0.079 0.010
H 4.650 -4.751 7.411 0.074 -0.069 -0.015
H 4.550 -3.111 5.471 -0.032 -0.064 -0.078
H 3.269 -1.969 5.897 0.012 -0.009 -0.042
H 3.150 -2.534 3.512 -0.016 -0.008 0.038
H 1.679 -3.054 4.342 0.029 -0.033 0.098
H 1.129 -5.336 3.359 -0.096 -0.036 0.035
H 1.578 -5.322 5.084 0.055 0.060 -0.020
H 2.347 -6.473 3.978 0.028 0.085 -0.064
```
Forces are in eV/Å.

Output
Multiplicity   1
Energy relative to the best compared isomer or geometry (same formula, charge and spin)   53.8 kcal/mol
Kohn-Sham gap   0.3084 Ha
HOMO   -0.340 hartree


[2]
Formula: C5H8O
Source: the OMol25 dataset
Level of theory: ωB97M-V with the def2-TZVPD basis set

XYZ file:
```
14
Properties=species:S:1:pos:R:3:forces:R:3
C 1.661 0.078 -0.282 0.458 0.079 -0.229
C 0.595 0.332 0.737 -0.628 -1.066 -0.352
C -0.697 1.041 0.464 -1.168 -1.013 -0.959
C -1.554 -0.384 -0.484 0.303 1.170 0.834
O -0.412 -0.714 -1.207 0.104 -0.191 0.093
C 0.576 -0.910 -0.269 0.066 0.360 1.174
H 1.682 0.729 -1.146 0.116 -0.065 -0.111
H 2.621 -0.258 0.085 0.126 0.217 0.036
H 0.865 0.141 1.781 -0.250 -0.079 -0.471
H -0.624 1.830 -0.288 -0.091 -0.144 -0.004
H -1.098 1.486 1.400 -0.263 -0.653 -0.726
H -2.381 -0.368 -1.241 0.462 0.978 0.917
H -1.788 -1.199 0.232 0.072 0.643 0.067
H 0.512 -1.862 0.242 0.694 -0.234 -0.266
```
Forces are in eV/Å.

Output
Multiplicity   1
Energy relative to the best compared isomer or geometry (same formula, charge and spin)   72.1 kcal/mol
Kohn-Sham gap   0.3795 Ha
HOMO   -0.335 hartree


What did the second record say?
Formula: C5H8O
Source: the OMol25 dataset
Level of theory: ωB97M-V with the def2-TZVPD basis set

XYZ file:
```
14
Properties=species:S:1:pos:R:3:forces:R:3
C 1.661 0.078 -0.282 0.458 0.079 -0.229
C 0.595 0.332 0.737 -0.628 -1.066 -0.352
C -0.697 1.041 0.464 -1.168 -1.013 -0.959
C -1.554 -0.384 -0.484 0.303 1.170 0.834
O -0.412 -0.714 -1.207 0.104 -0.191 0.093
C 0.576 -0.910 -0.269 0.066 0.360 1.174
H 1.682 0.729 -1.146 0.116 -0.065 -0.111
H 2.621 -0.258 0.085 0.126 0.217 0.036
H 0.865 0.141 1.781 -0.250 -0.079 -0.471
H -0.624 1.830 -0.288 -0.091 -0.144 -0.004
H -1.098 1.486 1.400 -0.263 -0.653 -0.726
H -2.381 -0.368 -1.241 0.462 0.978 0.917
H -1.788 -1.199 0.232 0.072 0.643 0.067
H 0.512 -1.862 0.242 0.694 -0.234 -0.266
```
Forces are in eV/Å.

Output
Multiplicity   1
Energy relative to the best compared isomer or geometry (same formula, charge and spin)   72.1 kcal/mol
Kohn-Sham gap   0.3795 Ha
HOMO   -0.335 hartree